Formula: CBrCl2O3S
Source: the Open Molecules 2025 dataset
Level of theory: the ωB97M-V functional and the def2-TZVPD basis

```
8
Properties=species:S:1:pos:R:3:forces:R:3
C 0.101808 0.568628 -0.894140 -0.4120 0.8367 2.5085
O -2.418091 0.321386 -0.081935 0.9609 -0.8713 0.1468
O -0.469831 -0.075284 1.388437 -0.9268 -0.8886 -0.3241
O -0.966242 -1.681169 -0.423331 -0.6329 -0.4995 0.1723
S -1.142195 -0.362840 0.122774 -0.4189 1.1154 -0.0491
Cl 3.199649 -0.786768 0.923589 -0.2525 0.0260 -0.2842
Cl 1.474942 -0.269241 -1.040530 1.3115 0.0722 -0.7432
Br 0.219963 2.285287 0.005133 0.3707 0.2090 -1.4271
```
Forces are in eV/Å.

Calculated values
Energy ... -113100.93119 eV
Total charge ... -1
Energy relative to the best compared isomer or geometry (same formula, charge and spin) ... 65.8 kcal/mol

Results of the Löwdin charge analysis, in e, for atoms 1 through 2:
1 C -1.09
2 O -0.37